77
Properties=species:S:1:pos:R:3:lowdin_charge:R:1 method="wB97M-V/def2-TZVPD" homo_ev="-8.72 / -10.90" charge=+1 e_above_lowest_kcal_mol=4.0 gap_ev="5.86 / 7.89" multiplicity=3
Ti 0.36604 -0.12151 0.72755 0.8462
C 0.98210 -4.51607 1.47817 -0.0269
O 1.31014 -3.77249 2.69005 0.0613
C 1.03160 -2.50659 2.41395 -0.3124
N 0.73467 -2.19985 1.19739 0.0565
C 0.80593 -3.43483 0.39209 -0.2169
C -0.42015 -3.61039 -0.46816 -0.1941
C -1.68790 -3.55310 0.10336 -0.0437
C -2.81907 -3.66026 -0.68850 -0.0729
C -2.68990 -3.83166 -2.06192 -0.0761
C -1.42954 -3.89551 -2.63490 -0.0685
C -0.29736 -3.78034 -1.83949 -0.0305
C 1.01815 -1.44905 3.41163 -0.2103
C 1.38646 -1.53712 4.72486 0.0273
C 1.31627 -0.37759 5.52798 -0.0355
C 0.86719 0.80177 4.96995 0.0215
C 0.49279 0.82390 3.62687 -0.2237
N 0.57021 -0.29560 2.83579 -0.0493
C -0.02628 1.91848 2.87545 -0.3421
N -0.28973 1.74639 1.60369 0.0213
C -1.08604 2.91067 1.19016 -0.2452
C -0.68820 3.93860 2.25435 -0.0456
O -0.34008 3.10933 3.39847 0.0469
C -0.89245 3.32700 -0.24272 -0.1795
C 0.16768 2.85811 -1.00448 -0.0534
C 0.29435 3.21642 -2.33998 -0.0581
C -0.63235 4.06829 -2.91844 -0.0714
C -1.69143 4.55189 -2.15979 -0.0673
C -1.82612 4.17499 -0.83387 -0.0285
H 0.05569 -5.05572 1.67354 0.1327
H 1.78863 -5.21731 1.28652 0.1363
H 1.68754 -3.37029 -0.24997 0.1471
H -1.79222 -3.40785 1.17338 0.1209
H -3.80206 -3.61305 -0.23781 0.1082
H -3.57317 -3.91960 -2.68099 0.1075
H -1.32322 -4.02559 -3.70393 0.1107
H 0.68636 -3.79372 -2.29424 0.1182
H 1.72478 -2.48176 5.12741 0.1279
H 1.60772 -0.41735 6.56681 0.1119
H 0.79197 1.70788 5.55603 0.1292
H -2.14475 2.65085 1.32375 0.1499
H -1.48117 4.61462 2.55817 0.1382
H 0.19913 4.50407 1.96029 0.1333
H 0.90473 2.19437 -0.56535 0.0574
H 1.11241 2.81720 -2.92620 0.1136
H -0.53606 4.35197 -3.95788 0.1079
H -2.42084 5.21384 -2.60719 0.1087
H -2.67173 4.53241 -0.25661 0.1203
C -3.95817 0.17404 -0.13354 -0.0419
C -3.99156 0.20872 -1.52315 -0.0319
C -2.82352 0.02983 -2.23569 0.0136
C -1.62469 -0.18885 -1.55855 -0.2046
N -1.60313 -0.18366 -0.21209 0.0224
C -2.73670 -0.01139 0.47595 -0.1240
C -0.31938 -0.43541 -2.20568 -0.2165
C -0.22652 -0.66451 -3.57632 -0.0354
C 0.99755 -0.97718 -4.14552 -0.0715
C 2.12238 -1.07126 -3.33807 -0.0773
C 2.01730 -0.82645 -1.97347 -0.1355
C 0.80880 -0.48952 -1.36119 -0.1869
H -4.85146 0.30000 0.46067 0.1122
H -4.92508 0.37579 -2.04392 0.1176
H -2.83469 0.06145 -3.31457 0.1128
H -2.64333 -0.02198 1.55689 0.1221
H -1.10391 -0.62885 -4.20941 0.1067
H 1.07014 -1.16010 -5.20942 0.1076
H 3.07832 -1.33468 -3.77455 0.1065
H 2.91471 -0.91617 -1.37154 0.0543
C 4.71834 0.52321 -0.14378 -0.4270
Te 3.21087 0.84862 1.31496 1.3323
C 3.12689 2.94218 0.95997 -0.3968
H 4.36934 0.87167 -1.11203 0.0077
H 4.93372 -0.54145 -0.18761 0.0054
H 5.61164 1.06029 0.16194 0.0096
H 4.04406 3.39575 1.32409 0.0128
H 2.27573 3.34375 1.50376 -0.0130
H 3.00160 3.12734 -0.10334 0.0095

5
Properties=species:S:1:pos:R:3:lowdin_charge:R:1 method="wB97M-V/def2-TZVPD" homo_ev="-9.89 / -8.77" charge=0 e_above_lowest_kcal_mol=32.2 gap_ev="8.68 / 7.94"
C 0.20081 0.00251 -0.08464 -1.8793
Cl 0.78523 1.41142 -0.84391 0.4740
Br 0.50724 -1.60590 -0.98731 0.5596
I 0.46100 -0.10172 2.01126 0.7008
H -1.95428 0.29369 -0.09541 0.1449

52
Properties=species:S:1:pos:R:3:lowdin_charge:R:1 method="wB97M-V/def2-TZVPD" homo_ev=-9.45 charge=0 gap_ev=10.01 smiles="COP(=O)(OC)OC.COP(=O)(OC)OC.CCCCNPF"
C -3.28795 -2.01930 1.69561 -0.0851
O -2.42310 -1.02128 1.13199 -0.2062
P -2.21768 -0.95277 -0.43327 0.3237
O -3.37714 -1.33755 -1.23934 -0.2229
O -0.90364 -1.78388 -0.77020 -0.2260
C -0.96377 -3.21476 -0.78968 -0.0841
O -1.68623 0.52274 -0.55026 -0.2154
C -1.38280 1.03835 -1.85659 -0.0808
H -4.17949 -1.53062 2.08267 0.0910
H -3.58706 -2.75756 0.95299 0.0811
H -2.74899 -2.50199 2.50762 0.0885
H -1.91022 -3.56961 -1.19820 0.0873
H -0.82508 -3.60298 0.22026 0.0915
H -0.14932 -3.57017 -1.41567 0.0854
H -2.10022 1.82107 -2.09367 0.0892
H -1.43468 0.26080 -2.61744 0.0861
H -0.37853 1.45466 -1.82686 0.0892
C 2.95997 -2.01361 -0.59849 -0.0801
O 3.65083 -2.61836 -1.70173 -0.2007
P 4.06292 -4.14106 -1.61420 0.3219
O 3.09162 -5.01748 -0.95392 -0.2318
O 5.51609 -4.18871 -0.96538 -0.2130
C 5.66000 -4.03704 0.44954 -0.0929
O 4.38525 -4.40967 -3.12629 -0.2010
C 4.79067 -5.73140 -3.52002 -0.0786
H 1.92593 -1.81965 -0.87843 0.0778
H 2.96806 -2.65327 0.28356 0.0816
H 3.45785 -1.07299 -0.37297 0.0908
H 4.85450 -4.54856 0.97757 0.0862
H 5.67134 -2.97828 0.71165 0.0872
H 6.61150 -4.48435 0.72393 0.0876
H 4.01122 -6.15680 -4.14750 0.0909
H 4.94979 -6.37537 -2.65620 0.0855
H 5.71555 -5.63881 -4.08351 0.0901
C -0.40433 5.97682 1.81633 -0.1147
C -0.85327 4.93194 0.79624 -0.2693
C -1.75185 3.83669 1.37523 -0.2113
C -2.82497 4.32671 2.34054 -0.3104
N -3.66909 5.38680 1.77767 -0.2864
P -5.29465 5.09063 1.47642 0.7904
F -5.98847 6.45794 2.00021 -0.3878
H 0.25473 6.70434 1.34147 0.0704
H -1.24641 6.53194 2.23263 0.0642
H 0.14781 5.51712 2.63840 0.0778
H -1.36234 5.43755 -0.03041 0.0983
H 0.03400 4.46764 0.36134 0.1019
H -1.13813 3.10833 1.91209 0.1146
H -2.24626 3.28927 0.56806 0.1011
H -3.47271 3.48414 2.59017 0.0861
H -2.37756 4.66059 3.28102 0.1020
H -3.19697 5.94774 1.08380 0.0558
H -5.33675 5.49405 0.11121 -0.0769

64
Properties=species:S:1:pos:R:3:lowdin_charge:R:1 method="wB97M-V/def2-TZVPD" homo_ev=-13.12 charge=+1 gap_ev=10.71
C 0.24137 2.98836 -1.57497 -0.1044
C 1.37208 3.67832 -0.78312 -0.2368
C 2.06295 2.71212 0.19066 -0.2136
C 2.98515 1.73803 -0.54947 -0.2243
C 3.68953 0.78361 0.41692 -0.2150
C 4.57539 -0.27272 -0.25827 -0.1951
C 3.87238 -1.09249 -1.34916 -0.2080
C 2.52377 -1.65126 -0.90121 -0.2315
C 1.78450 -2.39887 -2.01323 -0.1957
C 0.37467 -2.86857 -1.58970 -0.2080
C -0.67594 -1.83976 -2.09985 -0.2404
P -1.75164 -1.12930 -0.77678 1.0909
C -2.94487 -2.45850 -0.40792 -0.1802
C -3.83064 -2.23368 0.81204 -0.2926
O -4.10066 -1.18593 1.26429 0.0970
C -0.63304 -0.70924 0.59289 -0.1788
C -1.23699 -0.84540 1.99479 -0.3248
O -1.29265 -1.87558 2.54093 0.0986
C -2.48568 0.34953 -1.58736 -0.1524
C -3.29528 1.27007 -0.67559 -0.3044
O -2.81892 1.30904 0.63132 -0.0063
C -4.81357 0.96830 -0.78863 -0.6652
F -5.08537 -0.26772 -1.15533 0.1635
F -5.28789 1.73694 -1.76596 0.1601
F -5.44843 1.31209 0.28060 0.2210
H -0.71088 3.04007 -1.03890 0.0578
H 0.13798 3.41786 -2.56921 0.0772
H 0.50361 1.92825 -1.66941 0.0436
H 1.01513 4.56324 -0.26039 0.1060
H 2.12232 3.98297 -1.51505 0.1053
H 2.66617 3.29240 0.88855 0.1176
H 1.31783 2.13322 0.74834 0.0984
H 3.74330 2.32237 -1.08192 0.1257
H 2.43954 1.16648 -1.30468 0.0858
H 2.90134 0.26683 0.98024 0.0996
H 4.24283 1.35137 1.16443 0.1182
H 4.90921 -0.96054 0.52373 0.1124
H 5.45911 0.22400 -0.66110 0.1133
H 4.51823 -1.94187 -1.58970 0.1174
H 3.75351 -0.49538 -2.25487 0.1131
H 2.63742 -2.25194 0.00406 0.1319
H 1.90928 -0.77793 -0.64952 0.0732
H 2.41079 -3.24125 -2.31522 0.1199
H 1.74609 -1.74410 -2.88431 0.1113
H 0.31377 -3.07956 -0.52207 0.1020
H 0.20005 -3.81250 -2.10220 0.1107
H -0.27077 -1.04951 -2.72821 0.0963
H -1.38059 -2.39320 -2.72942 0.0986
H -3.60571 -2.53939 -1.27958 0.1160
H -2.47590 -3.43954 -0.31645 0.1128
H -4.21236 -3.14556 1.31124 0.1442
H 0.30771 -1.25458 0.57560 0.0820
H -0.37506 0.34686 0.45641 0.0905
H -1.60469 0.05918 2.50154 0.1195
H -3.04409 0.02410 -2.46370 0.1246
H -1.62482 0.91523 -1.95118 0.0867
H -3.20210 2.27807 -1.08828 0.1594
H -2.94505 2.18142 1.02247 0.1363
C -0.46040 -0.17878 6.07974 -0.0548
C 0.12684 0.66173 5.03545 -0.2857
N 0.57444 1.30462 4.20823 0.1272
H 0.29887 -0.84157 6.48940 0.0872
H -0.85580 0.44665 6.87740 0.0866
H -1.26739 -0.77710 5.66062 0.0791

12
Properties=species:S:1:pos:R:3:lowdin_charge:R:1 method="wB97M-V/def2-TZVPD" homo_ev="-26.53 / -29.48" charge=+4 e_above_lowest_kcal_mol=0.0 gap_ev="3.91 / 6.85" multiplicity=2
C 2.34639 -0.41649 0.38252 0.1790
C 1.38947 0.69704 0.14137 0.0088
O 0.10023 0.31195 0.24745 0.4532
O 3.59327 -0.33567 0.34332 0.3332
H 2.02907 -1.46364 0.51527 0.2349
H 1.60161 1.15184 -0.85447 0.2715
H 1.61417 1.53153 0.84587 0.2743
F 4.01814 0.95486 0.04313 0.2143
C -2.47729 -0.21356 -0.96905 0.4611
O -3.56475 -0.27770 -0.57447 -0.0066
In -6.15238 -1.24870 -0.44103 1.7183
O -4.49793 -0.69146 0.32010 -0.1420

17
Properties=species:S:1:pos:R:3:lowdin_charge:R:1 method="wB97M-V/def2-TZVPD" homo_ev=-9.97 charge=0 e_above_lowest_kcal_mol=66.7 gap_ev=10.94 smiles=C[C@@]1(CCO)CO1
C 0.00772 1.16258 -0.89375 -0.0235
C -0.16161 -0.31559 -0.61607 -0.4967
C -0.73809 -0.51713 0.76768 -0.0994
C -0.02264 0.53780 1.65076 -0.2002
O 1.41410 0.75823 1.36413 -0.1180
C -0.08353 -1.39740 -1.60082 -0.0769
O 1.04592 -1.07161 -0.80029 -0.0535
H -0.96089 1.67019 -0.74554 0.0973
H 0.81119 1.45640 -0.14915 0.0883
H 0.36387 1.37883 -1.89624 0.0845
H -0.54411 -1.53444 1.12086 0.1225
H -1.83695 -0.38889 0.75732 0.1313
H -0.02853 0.28037 2.69871 0.1056
H -0.57472 1.49120 1.53789 0.1171
H 1.80855 0.02296 0.85636 0.0887
H 0.02781 -1.16066 -2.65882 0.1162
H -0.52810 -2.37286 -1.39304 0.1167